1.
Entry from the OMol25 dataset: C2H3FN2O as an isolated structure (ωB97M-V/def2-TZVPD).

XYZ file:
```
9
Properties=species:S:1:pos:R:3:nbo_charge:R:1
F -0.95 0.51 -1.33 -0.32
O -0.02 0.46 0.64 -0.50
N -2.24 -0.64 0.49 -0.20
N -1.66 -1.64 0.19 -0.11
C -1.14 0.18 -0.02 0.77
C 1.32 0.34 0.05 -0.26
H 1.14 -0.03 -0.99 0.22
H 1.78 -0.47 0.69 0.20
H 1.77 1.30 0.27 0.21
```

Lowest unoccupied orbital energy (eV): 0.780
Multiplicity: 1
HOMO (eV): -8.185
Kohn-Sham gap (eV): 8.965
Energy above the lowest of the compared OMol25 structures with the same formula, charge and spin (kJ/mol): 334.8

2.
Entry from the OMol25 dataset: an isolated ion of composition C4H14N2P and charge +1 (ωB97M-V/def2-TZVPD).

XYZ file:
```
21
Properties=species:S:1:pos:R:3:nbo_charge:R:1
P 1.26 -1.02 -0.20 0.49
N 1.18 1.69 -0.42 -0.84
N -1.64 -0.61 0.15 -0.51
C 3.06 -0.68 -0.05 -0.91
C 0.52 0.66 0.35 -0.29
C -3.01 -0.66 -0.39 -0.42
C -0.97 0.70 -0.05 -0.24
H -3.44 -1.65 -0.24 0.24
H 3.58 -1.64 -0.06 0.26
H -3.00 -0.43 -1.45 0.24
H 0.63 0.78 1.44 0.19
H 3.39 -0.11 -0.92 0.25
H 2.15 1.78 -0.17 0.38
H -3.64 0.08 0.12 0.24
H -1.00 0.95 -1.11 0.24
H 0.74 2.60 -0.30 0.37
H -1.65 -0.84 1.15 0.43
H 3.29 -0.15 0.88 0.24
H 1.11 -1.60 1.08 -0.04
H -1.50 1.47 0.51 0.23
H -1.04 -1.31 -0.33 0.45
```

Lowest unoccupied orbital energy (eV): -3.130
SMILES: C[NH2+]C[C@H](N)PC
Multiplicity: 1
HOMO (eV): -12.907
Kohn-Sham gap (eV): 9.777
Net charge: +1
Energy above the lowest of the compared OMol25 structures with the same formula, charge and spin (kJ/mol): 96.0

3.
Entry from the OMol25 dataset: a 2-piece molecular cluster, C4H11NO overall (ωB97M-V/def2-TZVPD).

XYZ file:
```
17
Properties=species:S:1:pos:R:3:mulliken_spin:R:1
O -0.09 -0.35 3.76 0.06
N 0.34 0.15 0.86 0.75
C -0.05 -0.54 -2.23 0.01
C -1.07 -0.04 -1.20 0.01
C 1.53 -0.24 0.76 -0.04
C -0.45 0.84 -0.12 0.06
H -0.45 -1.27 -2.92 0.00
H -0.93 0.07 3.89 0.00
H 0.31 0.28 -2.86 0.00
H 0.31 0.13 3.03 -0.01
H -1.20 1.44 0.40 0.03
H -1.55 -0.88 -0.70 0.00
H -1.84 0.56 -1.70 0.00
H 0.17 1.57 -0.65 0.06
H 1.94 -0.75 1.62 0.03
H 2.13 -0.08 -0.13 0.05
H 0.91 -0.89 -1.82 0.00
```

Lowest unoccupied orbital energy (alpha / beta) (eV): -5.401 / -9.077
Multiplicity: 2
Expectation value of S²: 0.761
HOMO (alpha / beta) (eV): -15.681 / -15.455
Kohn-Sham gap (alpha / beta) (eV): 10.280 / 6.378
Net charge: +1
Energy above the lowest of the compared OMol25 structures with the same formula, charge and spin (kJ/mol): 255.0

4.
Entry from the OMol25 dataset: an isolated ion of composition C5H8NO and charge +1 (ωB97M-V/def2-TZVPD).

XYZ file:
```
15
Properties=species:S:1:pos:R:3:mulliken_spin:R:1
O -1.71 -0.32 1.65 0.77
N -0.12 0.75 0.32 0.30
C 1.51 0.15 0.14 0.10
C -1.29 -0.27 0.58 0.24
C -1.58 -0.86 -0.74 0.11
C 1.69 -0.79 1.01 -0.01
C -0.28 1.97 0.18 0.33
H 1.99 0.57 -0.71 0.01
H 1.11 -1.22 1.77 -0.01
H -1.01 -0.47 -1.47 0.00
H -1.15 2.47 0.35 0.03
H 2.62 -1.23 1.21 0.00
H -1.54 -2.07 -0.62 0.04
H -2.69 -0.63 -0.91 0.01
H 0.63 2.64 -0.07 0.06
```

Lowest unoccupied orbital energy (alpha / beta) (eV): -4.768 / -9.001
Multiplicity: 3
Expectation value of S²: 2.015
HOMO (alpha / beta) (eV): -10.475 / -15.707
Kohn-Sham gap (alpha / beta) (eV): 5.707 / 6.706
Net charge: +1
Energy above the lowest of the compared OMol25 structures with the same formula, charge and spin (kJ/mol): 357.3

5.
Entry from the OMol25 dataset: an isolated ion of composition C6H14NO and charge +1 (ωB97M-V/def2-TZVPD).

XYZ file:
```
22
Properties=species:S:1:pos:R:3:nbo_charge:R:1
O -1.52 -0.24 -2.66 -0.78
N -1.09 0.64 -0.16 -0.67
C 0.26 1.42 2.70 -0.39
C -0.35 -0.61 -0.63 -0.06
C 1.18 0.72 2.11 -0.20
C 1.09 -0.67 -0.08 -0.43
C -0.22 -0.64 -2.18 -0.08
C 1.17 -0.62 1.48 -0.49
H -1.12 -1.49 -0.40 0.25
H -0.01 -1.75 -2.47 0.22
H -1.37 0.65 0.78 0.43
H -0.43 1.42 -0.21 0.45
H -0.82 1.23 2.69 0.16
H 0.45 -1.23 2.01 0.23
H -1.93 -0.57 -3.39 0.50
H 0.44 0.08 -2.64 0.20
H 2.23 1.31 2.14 0.22
H -1.95 0.73 -0.57 0.45
H 1.43 -1.66 -0.43 0.25
H 1.72 0.05 -0.50 0.23
H 0.41 2.36 3.21 0.23
H 2.05 -1.32 1.75 0.26
```

Lowest unoccupied orbital energy (eV): -3.081
SMILES: C=CCC[C@@H]([NH3+])CO
Multiplicity: 1
HOMO (eV): -13.813
Kohn-Sham gap (eV): 10.732
Net charge: +1
Energy above the lowest of the compared OMol25 structures with the same formula, charge and spin (kJ/mol): 217.9

6.
Entry from the OMol25 dataset: C33H32BClN8O4Ti as an isolated structure (ωB97M-V/def2-TZVPD).

XYZ file:
```
80
Properties=species:S:1:pos:R:3:lowdin_charge:R:1
Ti -0.32 -0.17 0.23 1.28
Cl -2.25 -1.63 2.44 1.10
O -1.23 -2.27 3.20 -0.33
O -2.39 -0.22 2.87 -0.41
O -0.10 0.37 2.11 -0.14
O -1.67 -1.45 0.96 -0.53
N 0.21 1.48 -1.03 0.02
N 0.66 -1.28 -2.25 0.05
N -4.20 1.67 -0.31 0.12
N 1.01 1.20 -2.10 0.05
N 1.73 -0.21 0.36 0.00
N -0.04 -1.65 -1.12 0.00
N -2.20 0.79 -0.22 -0.05
N 2.45 -0.32 -0.80 0.06
C -1.09 -5.12 1.62 -0.07
C 1.42 0.43 5.43 -0.02
C -3.96 1.13 -1.55 -0.03
C -1.98 4.26 -0.46 -0.03
C -1.20 -3.77 -0.37 -0.22
C -0.52 -2.91 -1.35 -0.18
C -3.12 1.45 0.46 -0.15
C -0.19 -3.28 -2.64 0.08
C 2.74 0.15 5.12 -0.03
C -0.88 3.50 -0.09 -0.19
C 1.96 2.31 -4.12 0.01
C -2.32 4.91 1.83 -0.06
C 2.19 0.02 2.76 -0.08
C 0.57 -2.25 -3.17 -0.22
C -2.39 -5.56 1.38 -0.06
C 4.81 -0.44 -1.56 0.01
C -3.08 -5.12 0.26 -0.05
C -0.50 -4.22 0.75 -0.05
C 3.76 -0.33 -0.51 -0.21
C 0.41 3.32 -2.29 0.08
C 0.89 0.30 3.12 -0.19
C 3.90 -0.23 0.87 0.08
C -2.72 0.60 -1.49 -0.09
C 2.61 -0.14 1.38 -0.16
C 1.13 2.29 -2.88 -0.22
C -1.19 4.18 2.20 -0.06
C 0.47 0.51 4.42 0.02
C 1.23 -2.15 -4.50 0.02
C -2.48 -4.24 -0.63 -0.02
C 3.12 -0.05 3.81 0.01
C -0.47 3.48 1.25 -0.04
C -2.71 4.96 0.50 -0.06
C -0.12 2.78 -1.12 -0.21
B 1.73 -0.15 -2.15 -0.48
H 0.43 2.96 1.53 0.11
H 1.75 3.22 -4.68 0.10
H -2.87 5.47 2.57 0.12
H 1.12 -1.16 -4.93 0.09
H 3.48 0.08 5.91 0.12
H 3.02 2.29 -3.88 0.10
H 5.79 -0.51 -1.09 0.10
H -3.56 5.55 0.20 0.12
H 2.30 -2.36 -4.41 0.10
H -0.55 -5.47 2.48 0.12
H 2.49 -0.21 -3.05 0.13
H -0.86 4.19 3.23 0.11
H 0.80 -2.88 -5.18 0.10
H 4.83 -0.21 1.41 0.13
H -2.16 0.10 -2.27 0.12
H -4.08 -5.47 0.07 0.11
H -2.85 -6.26 2.05 0.12
H -1.04 0.33 2.54 0.05
H 4.81 0.44 -2.20 0.09
H -3.04 1.80 1.47 0.14
H -2.29 4.29 -1.50 0.13
H -0.43 -4.22 -3.11 0.14
H -0.57 0.72 4.65 0.13
H -5.02 2.17 -0.01 0.18
H 4.15 -0.28 3.58 0.12
H 1.74 1.46 -4.76 0.08
H 4.65 -1.32 -2.18 0.10
H 1.12 0.60 6.46 0.12
H -3.02 -3.90 -1.50 0.12
H 0.33 4.34 -2.62 0.14
H 0.51 -3.87 0.93 0.13
H -4.68 1.18 -2.34 0.13
```

Lowest unoccupied orbital energy (eV): -7.444
Multiplicity: 1
HOMO (eV): -13.879
Kohn-Sham gap (eV): 6.435
Net charge: +2

7.
Entry from the OMol25 dataset: C29H19IMnN5O5S4 as an isolated structure (ωB97M-V/def2-TZVPD).

XYZ file:
```
64
Properties=species:S:1:pos:R:3:mulliken_spin:R:1
I -2.88 -0.55 2.58 0.05
Mn -1.08 0.94 0.82 4.02
S -0.11 6.04 0.02 0.00
S -0.15 3.20 -0.75 0.46
S -2.14 5.69 2.11 0.03
S -2.51 2.83 1.69 0.22
O -0.52 -0.52 -6.47 0.01
O 4.57 -2.30 0.86 0.00
O 0.21 1.45 1.98 -0.07
O -2.52 0.11 -6.00 0.00
O -1.03 8.00 1.52 0.03
N -2.21 0.62 -0.86 -0.06
N -1.37 -0.18 -5.66 0.00
N 0.24 0.06 -0.29 -0.13
N 3.64 1.54 2.91 -0.01
N -0.15 -1.38 1.48 0.09
C -2.30 -2.37 1.76 -0.03
C -3.21 -3.40 1.70 0.00
C -0.95 -2.45 1.30 0.05
C 2.19 -0.70 -2.38 0.00
C -0.74 4.40 0.22 0.05
C -1.08 6.83 1.26 0.01
C -1.95 0.24 -3.24 0.01
C 1.60 -1.95 -0.34 0.00
C -1.02 -0.12 -4.26 0.01
C 3.17 -0.62 1.94 0.00
C -1.53 -4.78 0.75 0.00
C 2.39 1.91 2.64 0.01
C -1.71 4.25 1.23 0.22
C 1.90 -0.19 1.52 0.05
C 0.92 -0.96 0.63 -0.13
C -1.44 0.26 -1.93 0.04
C -2.84 -4.63 1.18 0.00
C 1.48 1.05 2.02 0.01
C -0.62 -3.75 0.82 0.01
C 3.66 -2.04 1.93 0.00
C 0.78 -0.43 -2.64 -0.02
C 2.59 -1.32 -1.27 0.00
C 3.97 0.29 2.62 0.01
C 0.29 -0.41 -3.94 0.00
C -3.32 0.57 -3.38 0.01
C -4.07 0.89 -2.28 -0.01
C -3.48 0.91 -1.02 0.01
C -0.07 -0.08 -1.58 0.03
C 1.96 3.29 3.03 0.00
H -3.76 0.57 -4.36 0.00
H -1.20 -5.74 0.37 0.00
H -5.12 1.15 -2.38 0.00
H 2.92 -0.33 -3.10 0.00
H 5.05 -3.11 1.07 0.00
H 2.83 -2.75 1.91 0.00
H 0.80 -2.40 -0.93 0.00
H 1.75 3.89 2.15 0.00
H -4.03 1.19 -0.13 0.00
H 4.96 -0.04 2.94 0.00
H 1.03 3.26 3.61 0.00
H 2.74 3.77 3.61 0.00
H 0.96 -0.64 -4.75 0.00
H -3.55 -5.45 1.12 0.00
H -4.22 -3.24 2.06 0.00
H 3.64 -1.43 -1.05 0.00
H 4.19 -2.20 2.88 0.00
H 0.40 -3.95 0.52 0.00
H 2.07 -2.77 0.21 0.00
```

Lowest unoccupied orbital energy (alpha / beta) (eV): 1.387 / 0.519
Multiplicity: 6
Expectation value of S²: 8.834
HOMO (alpha / beta) (eV): -4.425 / -4.453
Kohn-Sham gap (alpha / beta) (eV): 5.813 / 4.972
Net charge: -1

8.
Entry from the OMol25 dataset: one molecule with the formula C3H5NO2 (ωB97M-V/def2-TZVPD).

XYZ file:
```
11
Properties=species:S:1:pos:R:3:lowdin_charge:R:1
O -0.35 -1.78 -0.64 -0.04
O 1.64 0.12 0.46 0.04
N -0.16 2.05 -0.01 0.08
C 0.30 0.19 0.56 -0.34
C -0.52 -0.38 -0.60 -0.25
C -0.20 1.89 1.17 -0.09
H -0.93 -2.19 0.02 0.10
H 0.00 -0.24 1.51 0.13
H -0.14 0.01 -1.55 0.12
H -1.56 -0.08 -0.49 0.13
H 1.91 0.40 -0.43 0.13
```

Lowest unoccupied orbital energy (eV): 0.409
SMILES: N#C[C@H](O)CO
Multiplicity: 1
HOMO (eV): -10.874
Kohn-Sham gap (eV): 11.283
Energy above the lowest of the compared OMol25 structures with the same formula, charge and spin (kJ/mol): 365.2

9.
Entry from the OMol25 dataset: C23H31N6OSTi as an isolated structure (ωB97M-V/def2-TZVPD).

XYZ file:
```
63
Properties=species:S:1:pos:R:3:mulliken_spin:R:1
Ti -0.31 -0.30 0.27 1.55
S -2.58 -1.30 -0.36 -0.01
O 2.24 2.90 -0.92 0.01
N 0.07 -0.79 2.25 -0.03
N 3.39 0.04 0.79 0.02
N -1.87 -0.51 -2.79 0.00
N 0.38 -2.43 -0.24 -0.06
N 0.89 1.09 -0.55 0.12
N -1.50 1.24 0.63 -0.06
C 0.73 0.36 2.90 0.05
C -0.09 2.01 -1.16 0.03
C 0.52 -2.96 1.13 0.00
C -4.13 -0.07 -2.26 0.00
C -2.09 3.34 -0.38 -0.03
C -3.22 0.55 -4.40 0.00
C -1.09 -1.23 3.06 0.06
C 5.66 1.62 0.68 0.00
C 3.34 1.22 0.20 -0.01
C -3.20 3.45 0.44 0.05
C 1.04 -1.91 2.11 0.02
C -2.03 0.04 -4.02 0.00
C -4.31 0.49 -3.50 0.01
C 4.46 2.05 0.14 0.00
C -2.60 1.35 1.40 0.09
C 1.69 -2.35 -0.91 0.04
C -2.88 -0.56 -1.86 0.02
C -3.46 2.43 1.34 -0.02
C 4.55 -0.38 1.30 0.00
C -0.39 -3.43 -1.01 0.03
C 5.71 0.36 1.27 0.00
C 2.09 1.76 -0.47 0.06
C -1.28 2.22 -0.27 0.06
H -4.94 -0.12 -1.55 0.00
H -0.97 -0.86 -2.50 0.03
H 0.02 1.19 2.98 0.00
H 0.40 2.96 -1.35 0.00
H 1.57 0.69 2.29 -0.01
H 1.96 -1.49 1.72 -0.01
H -0.60 -3.06 -2.01 0.00
H -3.85 4.32 0.38 0.00
H 6.54 2.25 0.64 0.00
H 1.09 0.11 3.90 0.00
H -2.81 0.53 2.07 0.00
H 4.36 3.01 -0.34 0.00
H 1.19 -3.83 1.14 0.00
H -1.56 -0.38 3.53 0.00
H 6.63 -0.03 1.69 0.00
H -1.85 4.10 -1.11 0.00
H -5.27 0.88 -3.79 0.00
H -1.15 0.04 -4.66 0.00
H 0.19 -4.36 -1.10 0.00
H -1.82 -1.74 2.44 -0.02
H 4.54 -1.36 1.77 0.00
H 2.19 -3.33 -0.90 0.00
H -0.47 -3.30 1.46 0.00
H -4.32 2.45 1.99 0.00
H -0.43 1.66 -2.14 -0.02
H -0.77 -1.91 3.86 0.00
H 1.24 -2.38 3.08 0.01
H 1.54 -2.07 -1.95 0.00
H 2.32 -1.62 -0.44 -0.01
H -3.34 0.98 -5.38 0.00
H -1.34 -3.65 -0.53 0.00
```

Lowest unoccupied orbital energy (alpha / beta) (eV): -3.083 / -3.059
Multiplicity: 3
Expectation value of S²: 2.009
HOMO (alpha / beta) (eV): -8.502 / -11.194
Kohn-Sham gap (alpha / beta) (eV): 5.419 / 8.135
Net charge: +1

10.
Entry from the OMol25 dataset: a 7-piece molecular cluster, C28H39O25S overall (ωB97M-V/def2-TZVPD).

XYZ file:
```
93
Properties=species:S:1:pos:R:3:lowdin_charge:R:1
S 1.58 -2.10 -1.44 0.60
O 3.01 -1.90 -1.34 -0.31
O 2.88 1.95 -7.72 0.17
O -2.47 -0.89 7.34 0.07
O -6.12 3.66 -7.18 0.15
O -3.99 1.68 1.38 -0.05
O 0.35 2.84 4.52 0.07
O -4.43 2.22 -6.79 0.06
O -1.04 1.45 -4.54 0.05
O 4.04 0.65 -6.30 0.04
O 4.31 3.44 2.86 0.16
O 6.44 3.64 2.12 0.07
O 1.16 -2.88 -2.78 -0.17
O -5.63 -0.69 1.70 0.14
O 0.27 -0.37 -4.46 0.03
O 5.39 1.66 2.02 0.07
O 4.44 0.53 -8.51 0.07
O -3.63 -2.81 7.29 0.06
O -1.89 1.61 1.94 -0.05
O 0.85 -0.87 -1.35 -0.29
O -4.42 -2.30 2.80 -0.03
O 1.65 1.02 4.69 0.06
O -5.96 2.59 -5.20 0.06
O -1.67 -2.65 6.19 0.16
O -1.94 -0.55 -4.05 0.17
O -0.56 0.86 5.10 0.15
C -2.06 -1.86 0.84 -0.10
C -3.02 1.09 1.91 -0.69
C -5.18 1.48 -4.75 -0.10
C 3.71 1.12 -7.53 -0.57
C 0.39 1.51 4.80 -0.56
C -0.51 -3.54 -0.39 -0.22
C 1.07 0.67 -5.02 -0.11
C -3.94 1.59 -5.60 -0.13
C -4.27 -1.99 8.26 -0.13
C -5.56 2.89 -6.46 -0.57
C 5.47 -0.23 -7.87 -0.12
C 0.32 1.91 -4.62 -0.09
C 4.90 -0.48 -6.50 -0.12
C -4.64 -1.04 2.24 -0.43
C 0.98 -3.16 -0.08 -0.19
C -1.00 0.11 -4.32 -0.55
C -1.46 -3.32 0.82 -0.19
C -2.30 -1.45 2.33 -0.38
C 2.46 2.04 4.09 -0.15
C -2.51 -2.16 6.87 -0.57
C 6.61 1.51 1.28 -0.12
C -0.87 -1.05 2.85 -0.01
C -3.04 -2.50 3.21 -0.10
C -3.75 -0.61 7.92 -0.12
C -3.32 -0.28 2.57 -0.06
C 5.29 2.96 2.38 -0.54
C 7.43 2.68 1.77 -0.13
C 1.70 3.30 4.42 -0.13
H -0.09 -1.21 2.09 0.07
H 6.38 0.38 -7.83 0.13
H 4.29 -1.39 -6.46 0.14
H -3.96 -2.31 9.26 0.13
H -0.52 -4.62 -0.63 0.11
H 8.01 2.43 2.66 0.13
H -1.30 -1.23 0.35 0.11
H -3.64 0.03 8.79 0.13
H -2.88 -3.56 3.00 0.12
H -3.36 -0.27 3.68 0.16
H 8.10 3.07 1.01 0.13
H -2.95 -2.33 4.30 0.10
H 5.68 -1.15 -8.42 0.13
H -5.73 0.56 -4.93 0.13
H -2.99 -1.82 0.24 0.13
H -3.18 2.22 -5.15 0.12
H -4.97 1.56 -3.68 0.14
H -4.36 -0.10 7.18 0.14
H 1.59 -4.07 -0.04 0.10
H 0.62 2.29 -3.64 0.14
H 2.08 0.64 -4.61 0.13
H 2.51 1.86 3.02 0.13
H 1.12 0.54 -6.10 0.13
H 7.07 0.55 1.49 0.13
H 0.42 2.71 -5.35 0.14
H -0.61 -1.77 3.67 0.08
H 6.38 1.58 0.21 0.14
H -0.90 -3.03 -1.28 0.11
H -2.33 -3.99 0.68 0.11
H 2.00 3.72 5.39 0.13
H 1.05 -2.57 0.85 0.10
H 0.73 -2.22 -3.36 0.07
H 5.66 -0.53 -5.72 0.14
H -1.00 -3.57 1.79 0.11
H 3.46 2.04 4.50 0.12
H -5.35 -2.06 8.18 0.13
H 1.80 4.06 3.66 0.13
H -0.85 -0.04 3.29 0.05
H -3.50 0.62 -5.82 0.12
```

Lowest unoccupied orbital energy (eV): 1.433
Multiplicity: 1
HOMO (eV): -3.675
Kohn-Sham gap (eV): 5.108
Net charge: -1

11.
Entry from the OMol25 dataset: a 2-piece molecular cluster, C5H14N4 overall (ωB97M-V/def2-TZVPD).

XYZ file:
```
23
Properties=species:S:1:pos:R:3:nbo_charge:R:1
N 0.00 -0.97 -1.03 -0.54
N 2.17 0.00 -1.35 -0.89
N 0.98 0.05 0.75 -0.29
N 1.95 0.95 1.21 -0.66
C -1.23 1.81 -0.47 -0.66
C -1.09 -2.03 0.94 -0.66
C 1.08 -0.33 -0.51 0.41
C -0.98 1.03 0.78 -0.30
C -1.16 -1.20 -0.31 -0.07
H -2.17 1.52 -0.94 0.21
H 2.65 -0.79 -1.77 0.38
H -1.23 2.89 -0.29 0.21
H -0.74 -3.05 0.73 0.20
H -0.40 -1.59 1.66 0.24
H 1.99 0.72 -2.03 0.38
H -0.43 1.61 -1.20 0.18
H 2.28 0.62 2.11 0.35
H 2.73 1.02 0.56 0.36
H -2.09 -2.10 1.38 0.21
H -2.01 -1.37 -0.96 0.18
H -1.84 0.59 1.26 0.18
H -0.40 1.55 1.53 0.19
H -0.08 -0.91 -2.04 0.39
```

Lowest unoccupied orbital energy (eV): 0.793
Multiplicity: 1
HOMO (eV): -6.375
Kohn-Sham gap (eV): 7.168
Energy above the lowest of the compared OMol25 structures with the same formula, charge and spin (kJ/mol): 425.1

12.
Entry from the OMol25 dataset: a 2-piece molecular cluster, C2H8N2O overall (ωB97M-V/def2-TZVPD).

XYZ file:
```
13
Properties=species:S:1:pos:R:3:mulliken_spin:R:1
O 0.97 -1.03 2.00 0.00
N -0.42 -0.15 -0.29 0.49
N 1.65 0.74 -0.19 0.65
C 0.60 0.44 -0.91 -0.15
C -1.80 0.21 -0.50 0.00
H 2.15 1.53 -0.62 -0.01
H 1.17 -1.96 2.16 0.00
H -2.44 -0.52 -0.01 0.01
H -0.14 -0.46 0.67 -0.02
H -2.02 1.21 -0.10 0.03
H 0.74 0.37 -1.99 0.00
H 1.59 -0.69 1.34 0.00
H -2.04 0.29 -1.56 0.01
```

Lowest unoccupied orbital energy (alpha / beta) (eV): -4.920 / -8.220
Multiplicity: 2
Expectation value of S²: 0.796
HOMO (alpha / beta) (eV): -16.086 / -16.006
Kohn-Sham gap (alpha / beta) (eV): 11.166 / 7.786
Net charge: +1
Energy above the lowest of the compared OMol25 structures with the same formula, charge and spin (kJ/mol): 169.7

no.,DFT total energy (eV)
1,-9863.13998
2,-16637.17297
3,-7853.69863
4,-8836.85020
5,-9977.98639
6,-91152.42149
7,-130831.60965
8,-8773.90920
9,-69288.13037
10,-91692.22830
11,-11368.00853
12,-7222.08813